Below is a structure of composition C60H53GeINO8PPbS in a non-equilibrium geometry, with properties calculated with ωB97M-V/def2-TZVPD.

Properties
Calculated total energy in eV: -170943.0428
ΔE to the lowest compared entry with this formula, charge and spin in eV: 1.3026
Spin multiplicity: 2
Expectation value of S²: 0.76
Strongest force on any atom in eV/Å: 1.97
Total charge: -1
HOMO level (spin up / spin down) in hartree: -0.168 / -0.186

Element x y z (Å)
Pb: 0.67 0.72 0.62
O: 2.23 -0.85 1.90
S: 2.27 -0.08 3.16
O: 1.87 -0.79 4.35
O: 1.63 1.24 3.00
C: 4.03 0.29 3.27
C: 4.80 -0.03 4.37
C: 6.16 0.21 4.33
C: 6.74 0.77 3.19
C: 5.96 1.07 2.09
C: 4.59 0.82 2.12
P: 3.52 1.17 0.66
C: 4.04 2.91 0.46
C: 4.62 3.49 -0.66
C: 4.83 4.86 -0.70
C: 4.47 5.67 0.36
C: 3.90 5.10 1.49
C: 3.68 3.73 1.54
C: 4.40 0.26 -0.65
C: 5.19 -0.85 -0.36
C: 5.70 -1.62 -1.38
C: 5.43 -1.30 -2.70
C: 4.64 -0.21 -3.00
C: 4.12 0.57 -1.98
H: 4.32 -0.46 5.23
H: 6.78 -0.03 5.19
H: 7.80 0.95 3.17
H: 6.41 1.48 1.20
H: 4.91 2.88 -1.49
H: 5.28 5.30 -1.58
H: 4.64 6.73 0.32
H: 3.63 5.72 2.32
H: 3.23 3.27 2.41
H: 5.37 -1.13 0.67
H: 6.30 -2.49 -1.15
H: 5.83 -1.92 -3.50
H: 4.39 0.02 -4.02
H: 3.45 1.38 -2.22
C: 0.26 4.26 3.09
C: -0.27 4.33 1.67
O: 0.55 3.63 0.74
H: -0.45 4.70 3.78
H: 1.20 4.81 3.16
H: 0.44 3.22 3.36
H: -0.36 5.38 1.34
H: -1.26 3.87 1.61
H: 1.47 3.81 0.95
C: -4.24 -3.49 -4.14
C: -3.07 -2.94 -4.92
C: -3.32 -2.40 -6.17
C: -2.30 -1.83 -6.90
C: -1.03 -1.77 -6.37
C: -0.75 -2.30 -5.10
N: 0.55 -2.09 -4.66
C: 1.16 -2.60 -3.51
C: 1.46 -3.96 -3.42
C: 2.11 -4.46 -2.31
C: 2.44 -3.63 -1.26
C: 2.16 -2.28 -1.34
C: 1.56 -1.74 -2.47
C: 1.34 -0.26 -2.60
O: 1.41 0.26 -3.72
O: 1.10 0.42 -1.54
C: -1.78 -2.92 -4.37
C: -1.52 -3.50 -3.02
H: -5.15 -3.37 -4.72
H: -4.36 -2.97 -3.20
H: -4.11 -4.55 -3.93
H: -4.32 -2.42 -6.57
H: -2.50 -1.40 -7.88
H: -0.22 -1.30 -6.92
H: 0.86 -1.12 -4.80
H: 1.18 -4.61 -4.24
H: 2.33 -5.52 -2.25
H: 2.91 -4.03 -0.38
H: 2.38 -1.63 -0.50
H: -0.91 -4.40 -3.10
H: -2.44 -3.79 -2.52
H: -0.99 -2.80 -2.38
I: -3.90 -2.94 7.15
C: -2.79 -2.74 5.35
C: -2.72 -3.81 4.49
C: -2.01 -3.67 3.31
C: -1.39 -2.47 3.00
C: -1.46 -1.41 3.90
C: -2.15 -1.54 5.09
C: -0.68 -2.30 1.67
O: -0.26 -3.27 1.08
O: -0.66 -1.08 1.26
H: -3.23 -4.74 4.72
H: -1.93 -4.48 2.61
H: -0.94 -0.49 3.66
H: -2.21 -0.72 5.79
C: -4.26 4.13 3.56
C: -4.68 4.06 2.24
C: -4.17 3.09 1.39
C: -3.23 2.18 1.85
C: -2.81 2.26 3.17
C: -3.32 3.22 4.02
Ge: -2.45 0.75 0.61
C: -3.56 -0.87 0.98
C: -3.47 -1.98 0.14
C: -4.18 -3.13 0.40
C: -4.98 -3.21 1.53
C: -5.05 -2.13 2.40
C: -4.34 -0.98 2.13
C: -2.97 1.40 -1.23
C: -3.76 0.66 -2.11
C: -4.05 1.15 -3.38
C: -3.56 2.38 -3.77
C: -2.78 3.12 -2.90
C: -2.47 2.63 -1.65
H: -4.66 4.88 4.22
H: -5.42 4.77 1.88
H: -4.51 3.04 0.36
H: -2.05 1.57 3.52
H: -2.99 3.26 5.05
H: -2.81 -1.93 -0.72
H: -4.10 -3.98 -0.26
H: -5.53 -4.11 1.74
H: -5.66 -2.19 3.29
H: -4.38 -0.14 2.82
H: -4.15 -0.30 -1.80
H: -4.65 0.56 -4.05
H: -3.78 2.76 -4.76
H: -2.39 4.09 -3.21
H: -1.84 3.19 -0.98

---

Below is an isolated molecule of C2H5N3OS in a non-equilibrium geometry, with properties calculated with ωB97M-V/def2-TZVPD.

Properties
Calculated total energy in eV: -19505.1277
ΔE to the lowest compared entry with this formula, charge and spin in eV: 3.8227
Spin multiplicity: 1
Strongest force on any atom in eV/Å: 5.10
Total charge: 0
SMILES: [H]/N=C/N(O)C(N)=S
HOMO level in hartree: -0.312

Element x y z (Å)
H: 1.56 2.47 1.57
N: 0.67 1.99 1.25
C: 0.85 0.71 1.09
N: 0.06 -0.17 0.42
O: 0.78 -1.32 -0.10
C: -0.99 0.10 -0.60
N: -1.20 -1.01 -1.42
S: -1.98 1.31 -0.54
H: 1.72 0.22 1.40
H: 0.81 -2.00 0.75
H: -1.92 -0.80 -2.16
H: -0.35 -1.51 -1.66

---

Below is an isolated molecule of C2H8N2 in a non-equilibrium geometry, with properties calculated with ωB97M-V/def2-TZVPD.

Properties
Calculated total energy in eV: -5182.6345
ΔE to the lowest compared entry with this formula, charge and spin in eV: 1.1034
Spin multiplicity: 1
Strongest force on any atom in eV/Å: 3.91
Total charge: 0
SMILES: CNCN
HOMO level in hartree: -0.339

Element x y z (Å)
C: -1.66 -0.20 -0.62
N: -0.45 -0.18 0.35
C: 0.88 0.07 -0.19
N: 2.03 0.02 0.81
H: -2.69 -0.46 -0.07
H: -1.50 -0.79 -1.49
H: -1.80 0.84 -0.92
H: -0.63 0.71 0.86
H: 1.20 -0.80 -0.91
H: 0.95 1.04 -0.73
H: 1.97 -0.89 1.24
H: 1.72 0.64 1.67

---

Which of these has the highest spin multiplicity?
C60H53GeINO8PPbS

---

Which of these has the highest calculated total energy?
C2H8N2

---

Which of these has the lowest total charge?
C60H53GeINO8PPbS

---

Among the records above, which one has the lowest total charge?
C60H53GeINO8PPbS